C30H80O10 | the ωB97M-V functional and the def2-TZVPD basis

The energy above the lowest of the compared OMol25 structures with the same formula, charge and spin comes out at 2.300 eV. As for the SMILES: CC(C)O.CC(C)O.CC(C)O.CC(C)O.CC(C)O.CC(C)O.CC(C)O.CC(C)O.CC(C)O.CC(C)O. Its total energy is -1943.33808 a.u. The calculation puts the largest force on an atom at 4.07 eV/A.

Each line ends with the Löwdin charge.
CARTESIAN COORDINATES (ANGSTROEM)
H: -0.6399 -2.9477 -6.6297  0.0786
H: 1.4145 -1.4284 -3.4677  0.0523
H: 2.5603 3.3400 -0.6765  0.0641
O: -0.6574 6.3646 0.6601  -0.0362
C: 0.5949 -1.2957 -4.1740  -0.0495
H: 1.3704 -3.9880 -6.2914  0.0762
O: -3.1864 -0.9682 -1.6660  -0.0770
H: -4.5250 1.3645 0.2330  0.0872
C: 2.3350 3.9387 0.2061  -0.0683
H: 4.9393 -2.2551 -2.8291  0.0789
H: -0.4875 -4.9048 0.1153  0.1306
H: -2.8116 -0.7283 2.7903  0.0502
C: 4.8581 4.0700 0.4553  -0.0313
H: 2.3152 1.1780 5.0491  0.0724
H: -0.1253 7.1052 0.3601  0.0888
H: -5.3575 -4.0801 0.5367  0.0821
H: -3.4184 2.3749 4.1975  0.0928
H: 2.6744 3.8144 2.8595  0.0773
C: 1.6091 -3.0247 -5.8405  -0.0491
H: -0.2723 -1.2256 -3.5174  0.0646
C: 4.3676 0.5976 -2.5070  -0.0424
H: 1.8171 -5.8617 -0.7528  0.0804
H: 1.9949 -0.1115 2.9891  0.0536
C: 3.3862 1.0490 4.8928  -0.0531
H: -4.0891 -4.1461 -0.6646  0.0867
H: 0.7160 -0.3614 -4.7221  0.0910
C: 0.7145 0.9404 -1.1351  -0.0284
H: 4.3880 -2.6600 -1.1714  0.0757
C: -3.0155 -4.0647 2.1789  -0.0290
H: 0.7475 0.8893 1.4994  0.0769
O: 4.2347 -0.1669 -0.2604  -0.0714
H: 3.3447 0.5268 -2.8767  0.0628
C: 0.0908 0.0935 1.1480  -0.0404
C: -1.7668 4.3704 -0.1457  -0.0568
H: 5.3175 0.1509 3.4648  0.0852
H: 2.3893 -3.2259 -5.1065  0.0739
H: -3.8516 -4.4032 2.7907  0.0772
C: -1.0973 5.6963 -0.5094  -0.5011
H: 3.4470 0.2539 2.1186  0.0612
H: 1.9923 -2.3570 -6.6121  0.0867
H: -4.9623 -2.6721 -0.4285  0.0616
C: -4.8165 0.5253 -2.4143  -0.0488
H: -3.0718 -1.1055 -2.6091  0.1019
C: -3.6589 0.3639 -1.4649  -0.4548
H: 0.8648 0.6537 -2.1760  0.0607
C: 4.7537 -0.5092 -1.5115  -0.4800
H: 2.1810 4.9677 -0.1187  0.0812
H: -4.9814 2.4008 3.3799  0.0830
H: 0.0733 -0.7269 1.8655  0.0812
C: 3.5102 3.6491 1.1210  -0.4727
H: -0.9333 0.4630 1.0958  0.0682
H: -2.2017 0.0127 4.3436  0.0985
H: -5.1675 -0.0237 3.3775  0.1441
O: 0.4174 -3.2242 0.6730  -0.0574
C: -4.5290 -3.5159 0.1083  -0.0313
H: -2.8672 1.0920 -1.6415  0.1376
H: 5.4807 3.1969 0.6509  0.0692
H: -3.2937 -1.3773 4.3070  0.0810
H: -3.8577 -2.2322 1.6484  0.0994
H: 5.0059 0.7417 -3.3788  0.0728
H: -1.6836 7.4652 -1.5770  0.0744
C: -4.1177 0.3893 -0.0337  -0.0535
H: -0.4903 -2.9261 0.7669  0.0543
O: -2.3565 -2.5946 0.3825  -0.0581
H: -0.2706 5.5231 -1.1982  0.1277
C: 0.3730 -4.3089 -0.1889  -0.4991
H: -0.0477 1.7181 -1.0876  0.0687
H: -2.6718 -4.9836 1.7039  0.0729
H: 0.8185 -3.3261 -2.0763  0.0685
H: -0.9974 3.6542 0.1428  0.0507
H: 1.3934 3.6024 0.6402  0.0649
O: 3.3583 4.2936 2.3860  -0.0414
H: 4.4952 1.5461 -1.9855  0.0646
H: -2.3232 4.0022 -1.0076  0.0690
H: 4.7757 4.1313 -0.6299  0.0681
H: 3.3036 -0.3957 -0.3081  0.0240
C: 4.3643 -1.9159 -1.9675  -0.0402
C: -2.1359 6.5185 -1.2816  -0.0676
H: 1.6596 1.3846 -0.8226  0.0590
H: -2.5361 5.9587 -2.1269  0.0754
C: 0.0148 -3.8746 -1.5851  -0.0495
C: -3.4385 -3.0595 1.0757  -0.5120
H: -3.5987 1.8395 2.5848  0.0556
H: 5.8135 -0.3955 -1.2833  0.1336
H: -2.9910 6.7651 -0.6523  0.0824
H: -2.7088 -2.0572 -0.3308  0.0367
H: -4.8951 -0.3035 0.2882  0.0876
H: 3.0824 -1.3987 2.3913  0.0898
H: 5.3040 4.9704 0.8778  0.0781
H: -0.2134 -4.7212 -2.2326  0.0848
O: 5.0457 -0.5158 4.0998  -0.0437
C: 3.6555 -0.3318 4.2557  -0.4808
H: -2.2494 -3.7067 2.8667  0.0778
H: -2.4941 4.4249 0.6644  0.0847
H: 3.7413 1.8420 4.2347  0.0698
H: 1.6976 -5.5082 0.9499  0.0837
H: -5.6380 -0.1610 -2.2088  0.0944
H: -3.3067 0.2470 0.6805  0.0566
H: 3.1913 -1.0469 4.9350  0.1369
C: -4.0888 1.8009 3.5577  -0.0586
H: 1.3691 -1.7694 0.1009  0.0553
H: -5.2135 -0.2808 5.4493  0.1028
O: -4.6026 0.4261 5.2290  -0.0320
H: 3.7989 1.0316 5.9015  0.0788
C: 1.6926 -5.0481 -0.0382  -0.0240
H: -0.5021 -0.7731 -0.6710  0.1194
C: -4.3024 0.3666 3.9136  -0.5638
H: -5.1625 1.5577 -2.4644  0.0861
H: 3.5217 2.5600 1.1624  0.1111
H: -0.8835 -3.2627 -1.6672  0.0695
O: 1.6332 -0.9515 -0.3268  -0.0708
C: 0.3932 -0.2897 -0.2800  -0.4608
C: 3.0334 -0.4201 2.8688  -0.0595
C: 0.3868 -2.4875 -5.1008  -0.4884
H: 3.3340 -1.9361 -2.3227  0.0449
H: -4.4487 0.4217 -3.4351  0.0825
C: -3.0420 -0.4377 3.8153  -0.0435
O: -0.5783 -2.1501 -6.0990  -0.0600
H: -0.0700 -3.3053 -4.5435  0.1176
H: 2.5447 -4.3904 -0.2098  0.0758